C4H12NO2 | the ωB97M-V functional and the def2-TZVPD basis

```
! RIJCOSX wB97M-V def2-TZVPD def2/J DEFGRID3
* xyz -1 1
C -2.016 1.423 -1.768
C -1.167 0.627 -0.910
C 0.297 0.881 -1.393
C 1.400 0.097 -0.459
O 2.361 0.962 -0.028
N -1.625 -0.776 -0.645
H -2.059 2.610 -1.742
H -3.099 1.149 -1.701
H -1.574 1.361 -2.826
H -1.144 0.985 0.156
H 0.550 1.920 -1.431
H 0.401 0.388 -2.365
H 1.953 -0.573 -1.099
H 0.843 -0.254 0.306
H -1.053 -1.148 0.144
H -1.562 -1.283 -1.425
H 1.053 -1.866 3.857
H 1.525 -3.163 4.519
O 0.696 -2.569 4.440
*
```

For the highest occupied orbital energy, the calculation gives -1.990 eV. The value obtained for the energy is -9925.5026 eV. For the energy above the lowest of the compared OMol25 structures with the same formula, charge and spin, the calculation gives 262.6 kJ/mol. The orbital gap is 5.260 eV. The value obtained for the LUMO energy is 3.27 eV.